{
  "formula": "C28H68N6O8",
  "method": "ωB97M-V/def2-TZVPD",
  "species": ["C", "O", "C", "C", "N", "C", "C", "O", "C", "H", "H", "H", "H", "H", "H", "H", "H", "H", "H", "H", "H", "H", "H", "H", "C", "O", "C", "C", "N", "C", "C", "O", "C", "H", "H", "H", "H", "H", "H", "H", "H", "H", "H", "H", "H", "H", "H", "H", "C", "O", "C", "C", "N", "C", "C", "O", "C", "H", "H", "H", "H", "H", "H", "H", "H", "H", "H", "H", "H", "H", "H", "H", "C", "O", "N", "N", "H", "H", "H", "H", "C", "C", "C", "C", "C", "C", "N", "O", "C", "C", "C", "H", "H", "H", "H", "H", "H", "H", "H", "H", "H", "H", "H", "H", "H", "H", "H", "H", "H", "H"],
  "coordinates": [[-5.65209, 4.07453, -3.32905], [-4.37448, 4.32491, -3.04928], [-3.87717, 3.49530, -1.99883], [-2.39664, 3.91840, -1.65660], [-1.56337, 3.03848, -2.36194], [-0.14634, 3.38866, -2.23978], [0.59540, 2.63517, -3.31314], [0.31865, 3.07402, -4.63492], [0.89036, 2.39863, -5.75152], [-6.28039, 4.11807, -2.43941], [-5.79654, 3.06068, -3.70233], [-6.02348, 4.72664, -4.11957], [-3.85088, 2.48699, -2.41202], [-4.55534, 3.52951, -1.14618], [-2.12993, 3.74772, -0.61361], [-2.07819, 4.93511, -1.88677], [-1.72639, 3.13942, -3.35358], [0.25869, 3.07186, -1.27869], [0.05117, 4.43703, -2.46341], [0.43684, 1.55884, -3.24618], [1.66969, 2.64405, -3.12895], [0.44479, 2.78692, -6.66739], [0.69813, 1.32595, -5.72927], [1.96581, 2.57156, -5.71161], [1.60932, 3.26885, 2.66671], [2.82398, 3.33806, 3.28471], [2.81268, 3.42870, 4.63819], [4.25606, 3.30076, 5.13232], [4.88429, 2.01267, 4.93464], [5.07895, 1.68686, 3.48579], [6.25414, 0.68351, 3.31866], [7.53177, 1.31099, 3.52669], [8.55455, 0.31879, 3.68982], [0.78997, 3.82045, 3.12769], [1.27795, 2.25827, 2.42793], [1.60508, 3.72868, 1.67846], [2.24601, 2.56764, 4.99252], [2.31232, 4.34468, 4.95241], [4.07279, 3.58088, 6.16964], [4.80941, 4.11142, 4.65825], [5.71578, 1.96149, 5.50571], [5.38658, 2.59788, 2.97245], [4.13689, 1.37023, 3.03816], [6.16508, 0.18311, 2.35442], [6.14023, -0.08401, 4.08419], [8.52548, -0.35552, 2.83392], [8.43854, -0.30253, 4.57786], [9.50464, 0.85076, 3.73908], [1.92482, -3.20500, 0.99796], [1.01848, -2.38750, 1.83953], [1.35781, -2.38943, 3.17304], [0.34193, -1.40104, 3.72081], [0.55373, -0.01750, 3.36524], [-0.58203, 0.78718, 3.92335], [-1.96715, 0.79214, 3.24441], [-2.99947, 1.14637, 4.14311], [-3.35330, 0.09465, 5.13431], [2.26043, -4.17640, 1.36108], [2.82158, -2.59836, 0.87184], [1.59118, -3.40553, -0.02017], [2.40573, -2.10745, 3.27524], [1.26742, -3.38314, 3.61175], [0.26717, -1.52500, 4.80116], [-0.61554, -1.73471, 3.32078], [0.57355, 0.13171, 2.36652], [-0.23284, 1.81558, 4.01592], [-0.68995, 0.55183, 4.98215], [-2.18511, -0.14144, 2.72574], [-1.97195, 1.61196, 2.52609], [-4.03440, -0.66837, 4.75750], [-3.84880, 0.62988, 5.94432], [-2.48138, -0.49264, 5.42232], [-0.43046, -0.08459, -0.16298], [0.19124, 0.58151, 0.64251], [-1.13866, 0.41677, -1.09757], [-0.46229, -1.38490, -0.21064], [-1.27796, 1.41701, -1.08281], [-1.67760, -0.09788, -1.77932], [0.01162, -1.84147, 0.55556], [-1.06159, -1.80878, -0.90437], [-0.06973, -1.64138, -3.96308], [-1.01069, -2.83754, -3.78063], [-0.07632, -3.90382, -3.17701], [-0.82997, -5.09876, -2.65156], [-1.89886, -4.69942, -1.59624], [-2.86872, -3.65029, -2.20817], [-2.04922, -2.50505, -2.80138], [-2.69508, -1.34580, -2.90964], [-3.87792, -4.36300, -3.16448], [-3.73715, -3.19259, -0.96485], [-1.60194, -3.22356, -5.12195], [0.63845, -1.72683, -4.78727], [0.54851, -1.50691, -3.07550], [-0.70054, -0.76716, -4.12409], [0.62325, -4.23695, -3.94364], [0.49952, -3.49558, -2.34644], [-0.16667, -5.85775, -2.23675], [-1.30069, -5.58087, -3.50835], [-1.41236, -4.26993, -0.72049], [-2.52272, -5.57455, -1.41444], [-3.42010, -5.21519, -3.66676], [-4.82160, -4.75541, -2.78555], [-4.21054, -3.61709, -3.88635], [-3.16106, -2.68646, -0.19022], [-4.48850, -2.47453, -1.29344], [-4.30070, -3.96244, -0.43775], [-0.88753, -3.67788, -5.80847], [-1.86102, -2.34406, -5.71141], [-2.43763, -3.92266, -5.09086], [-3.28970, -1.46359, -3.65405]],
  "atomic_forces_ev_per_a": [[-2.53, -0.96, -0.72], [2.96, 0.92, 0.94], [1.00, 1.21, -0.33], [-1.44, -0.26, 0.59], [1.89, -0.76, -1.28], [-0.09, -0.68, -1.25], [1.57, -1.58, -0.65], [-1.11, 0.75, -0.06], [0.10, 0.08, 1.19], [-0.38, 0.39, 0.18], [-0.02, -0.52, -0.24], [0.06, 0.27, 0.22], [0.09, -0.36, 0.37], [-0.02, 0.10, 0.17], [-0.58, 0.19, 0.42], [-0.94, 0.60, 0.00], [-0.41, -0.15, -0.33], [0.00, 0.23, 0.15], [-0.09, 0.46, 0.50], [-0.76, -0.29, 0.09], [0.42, 0.70, 0.06], [0.10, 0.25, 0.22], [-0.03, -0.23, 0.17], [0.19, -0.11, -0.41], [-1.77, -0.04, -1.73], [1.03, 0.67, -2.19], [0.33, -1.38, 0.82], [-1.26, 0.88, 0.19], [-0.99, -0.26, -0.48], [1.78, 0.21, 1.18], [-0.85, 0.46, 0.76], [-0.40, -0.69, 0.05], [-0.45, 0.63, -0.48], [0.00, -0.03, 0.81], [0.05, -0.27, 0.53], [0.75, 0.25, -0.21], [-0.22, -0.13, 0.68], [0.16, 0.32, 0.36], [0.92, -0.41, 0.47], [0.28, 0.29, -0.10], [0.27, -0.08, -0.48], [-0.04, 0.20, -0.33], [0.26, -0.34, 0.15], [0.35, 0.10, -0.31], [-0.10, -0.28, 0.14], [0.27, -0.08, -0.19], [-0.24, 0.14, 0.30], [-0.06, -0.11, -0.06], [0.53, 1.27, 0.32], [1.04, -2.72, -3.32], [-0.07, 0.76, 0.68], [0.07, -0.45, 0.46], [-0.99, 0.60, 1.41], [1.11, 0.28, 0.34], [0.52, 0.28, 0.01], [-0.70, -1.53, 1.50], [0.43, 1.03, -1.31], [-0.51, 0.02, 0.84], [0.24, -0.01, 0.03], [-0.88, 0.45, 0.22], [0.14, 0.45, 0.31], [-0.31, -0.19, 0.17], [0.16, 0.28, 0.20], [-0.36, -0.45, 0.00], [0.02, -0.25, -0.44], [-0.10, 0.15, -0.42], [-0.12, -0.56, 0.04], [-0.01, -0.22, -0.09], [-0.03, -0.24, -0.29], [-0.34, 0.28, -0.57], [0.34, -0.21, 0.10], [0.22, 0.44, 0.42], [0.76, -0.38, 0.98], [1.05, 1.19, 1.27], [-2.79, 3.74, -3.34], [0.65, -3.26, 0.71], [-0.05, -0.17, -0.48], [0.11, 0.04, 0.24], [-0.35, -0.45, -0.17], [0.23, -0.51, 0.26], [-0.50, 0.65, 0.17], [1.14, 0.20, -0.08], [-0.58, -0.67, 0.31], [-0.56, -0.38, 0.36], [0.39, 0.32, -2.25], [-0.81, -0.44, 1.81], [1.30, -3.90, 2.92], [-1.32, 1.53, -0.96], [0.35, 0.57, -0.64], [0.29, 1.26, -0.76], [0.13, -0.33, -1.18], [-0.30, -0.35, -0.24], [-0.26, 0.24, 0.15], [0.34, 0.31, -0.05], [0.08, 0.18, -0.09], [0.01, 0.38, -0.07], [0.18, 0.06, 0.08], [-0.29, -0.18, 0.00], [-0.13, -0.26, 0.20], [0.18, 0.02, 0.65], [0.09, 0.22, -0.32], [0.25, 0.18, 0.91], [0.03, -0.14, -0.42], [0.33, 0.08, -0.14], [-0.06, 0.13, -0.05], [0.33, -0.55, -0.52], [0.46, -0.25, 0.30], [-0.55, 0.28, 0.26], [0.05, 0.27, 0.14], [-0.64, 0.58, -0.48]],
  "lowdin_charge": [-0.1909, -0.1788, -0.1536, -0.1939, -0.1171, -0.1858, -0.2325, -0.1969, -0.0871, 0.0874, 0.0838, 0.0957, 0.1158, 0.1174, 0.1188, 0.1200, 0.1160, 0.1205, 0.1245, 0.1031, 0.1220, 0.0879, 0.0729, 0.0858, -0.1319, -0.1890, -0.2565, -0.2199, -0.0486, -0.1630, -0.2170, -0.1946, -0.1108, 0.0909, 0.0627, 0.0856, 0.1247, 0.1243, 0.1139, 0.1155, 0.1012, 0.1117, 0.1125, 0.1141, 0.1099, 0.0799, 0.0806, 0.0857, -0.0426, -0.2460, -0.2299, -0.2235, -0.0289, -0.1885, -0.2226, -0.1961, -0.0620, 0.0856, 0.0904, 0.0649, 0.1256, 0.1219, 0.1179, 0.1116, 0.0402, 0.0858, 0.1002, 0.1124, 0.1158, 0.0736, 0.0842, 0.0672, -0.7600, 0.0237, 0.2099, 0.2097, 0.0777, 0.0818, 0.0642, 0.0731, -0.0368, -0.5031, -0.1454, -0.1781, -0.1199, -0.4263, -0.1538, -0.0133, -0.0411, -0.0368, -0.0247, 0.0930, 0.0798, 0.0739, 0.1268, 0.1014, 0.1102, 0.1006, 0.1113, 0.1208, 0.0698, 0.0828, 0.0738, 0.0697, 0.0746, 0.0847, 0.0900, 0.0869, 0.0615, 0.1138],
  "smiles": "CC1(C)CCCC(C)(C)N1O.COCCNCCOC.COCCNCCOC.COCCNCCOC.NC(N)=O",
  "gap_ev": 8.2410,
  "energy_ha": -2037.85208,
  "charge": 0,
  "lumo_energy_ev": 0.31
}

---

{
  "formula": "CH3O4P",
  "method": "ωB97M-V/def2-TZVPD",
  "species": ["C", "O", "O", "O", "O", "P", "H", "H", "H"],
  "coordinates": [[0.15639, 1.11050, -0.38523], [-1.98267, -0.73774, -0.33917], [1.07682, -1.49279, 1.02990], [0.65080, -1.59102, -0.38445], [-0.04169, -0.82577, 1.56911], [-0.54784, -0.52732, -0.01153], [1.05972, 0.88690, -0.86324], [-0.35710, 1.59215, -1.20734], [-0.01443, 1.58508, 0.59195]],
  "atomic_forces_ev_per_a": [[-2.44, -1.09, 0.18], [2.32, 0.03, 0.44], [1.66, -0.89, -0.52], [-0.60, -0.01, 0.88], [-1.32, 0.45, -1.10], [-2.04, 0.63, -0.07], [2.22, 0.16, 0.55], [-0.85, 0.20, 0.26], [1.06, 0.53, -0.61]],
  "lowdin_charge": [-0.1066, -0.2630, -0.0818, -0.1430, -0.1586, 0.5886, 0.0335, 0.0571, 0.0738],
  "gap_ev": 10.9819,
  "energy_ha": -682.07541,
  "charge": 0,
  "lumo_energy_ev": 0.07,
  "e_above_lowest_kj_mol": 574.6
}